ORCA calculation (ωB97M-V/def2-TZVPD) on a molecular structure, C27H34ClF8InO26P.

```
98
C27H34ClF8InO26P ωB97M-V/def2-TZVPD
C -2.48359 0.61445 7.98651
C -2.62811 0.31290 6.44965
O -3.43688 -0.84075 6.18139
C -3.19323 1.60996 5.76776
In -1.40805 2.62691 4.78588
P -1.01911 1.26549 2.62549
O 0.63617 1.39656 2.12581
Cl -2.32062 2.17417 1.20874
H -1.77236 -0.07108 8.48869
H -2.10463 1.65804 8.03914
H -3.47540 0.63571 8.48560
H -1.59352 0.14224 6.07950
H -2.84452 -1.58935 6.24846
H -3.72533 2.26801 6.47999
H -3.90965 1.33086 4.96574
H -0.00801 2.37851 5.90196
H -1.66765 4.36889 4.47691
H 1.04894 0.58713 2.43063
C 0.79340 1.74090 -0.99103
C 0.81414 3.21673 -1.24414
O 0.91508 3.28639 -2.66160
C 0.31562 2.16487 -3.13779
O -0.01903 2.01599 -4.27107
O 0.13984 1.24269 -2.16539
F 1.91029 3.80162 -0.69844
H 1.79564 1.31133 -0.92686
H 0.24422 1.48193 -0.09047
H -0.08360 3.74317 -0.91249
C 0.62415 -0.11638 -6.96715
C -0.27548 0.16986 -8.13098
O -0.11792 -0.99275 -8.93671
C 0.17555 -2.00716 -8.08248
O 0.11305 -3.16220 -8.37294
O 0.53928 -1.54757 -6.86834
F 0.14574 1.24972 -8.83432
H 1.66281 0.17363 -7.15699
H 0.28746 0.36403 -6.04869
H -1.32908 0.29385 -7.87001
C -6.28377 5.26371 5.66197
C -5.64330 6.54608 5.21439
O -4.68114 6.78424 6.22346
C -4.32153 5.55733 6.69995
O -3.35975 5.34879 7.35172
O -5.20655 4.60176 6.31683
F -6.53804 7.57397 5.20692
H -7.09568 5.43208 6.37396
H -6.66078 4.66975 4.83079
H -5.14680 6.48676 4.24317
C 0.89009 2.85016 9.63511
C 2.27833 3.31586 9.31337
O 2.85146 2.17983 8.69591
C 1.81894 1.50784 8.10598
O 1.95934 0.66255 7.28706
O 0.62173 1.93446 8.57286
F 2.98618 3.60452 10.44772
H 0.83728 2.31632 10.59674
H 0.16651 3.66577 9.64022
H 2.32463 4.16663 8.62910
C 4.42882 0.14659 -10.32945
C 4.96311 -1.00156 -9.52250
O 4.96454 -0.48161 -8.20467
C 3.96229 0.43613 -8.15807
O 3.50092 0.87461 -7.15674
O 3.54728 0.78003 -9.40256
F 6.23646 -1.30721 -9.87671
H 5.21276 0.84771 -10.62388
H 3.89389 -0.17869 -11.22013
H 4.34763 -1.90391 -9.55841
C 2.78830 -1.14421 13.29456
C 3.64008 -0.39190 12.31279
O 2.68837 0.09178 11.38311
C 1.52875 0.24563 12.07219
O 0.60151 0.87494 11.68358
O 1.56855 -0.40358 13.26313
F 4.50312 -1.21749 11.67123
H 2.59889 -2.17201 12.97742
H 3.21374 -1.15691 14.29672
H 4.19026 0.44862 12.74269
C 1.06304 -6.17940 -6.66656
C 2.16306 -6.31143 -7.67713
O 2.41723 -7.70614 -7.68124
C 1.24115 -8.30734 -7.34752
O 1.01042 -9.45844 -7.50785
O 0.36533 -7.41774 -6.81691
F 3.28838 -5.66114 -7.27812
H 1.44052 -6.09755 -5.64467
H 0.41030 -5.33186 -6.86959
H 1.89077 -5.98520 -8.68368
C -1.69196 -4.05130 -11.16125
C -1.54217 -5.53169 -11.35852
O -2.84574 -6.01519 -11.09008
C -3.70118 -5.00885 -11.42475
O -4.86673 -5.14670 -11.58123
O -3.04489 -3.82853 -11.56421
F -0.67861 -6.06915 -10.45761
H -1.56826 -3.75356 -10.11828
H -1.00100 -3.47466 -11.77420
H -1.24437 -5.82576 -12.36823
```

Computed properties:
- Charge: -1
- Energy: -4796.2056 hartree
- Maximum force: 1.8 eV/Å



ORCA calculation (ωB97M-V/def2-TZVPD) on 12 unconnected molecules or ions with the total composition H24O12.

```
36
H24O12 ωB97M-V/def2-TZVPD
O 0.61669 -0.40194 -4.06089
H 0.93669 0.34006 -3.56889
H 0.99269 -1.14194 -3.53789
O 0.58969 0.18006 0.00011
H 0.10069 -0.61594 0.17611
H 0.36569 0.77306 -0.71689
O 2.74569 -1.03994 2.19911
H 2.66969 -0.89094 1.29711
H 1.84469 -1.12894 2.47111
O -0.30131 -2.45494 0.15211
H 0.53269 -2.74194 0.51811
H -0.36231 -2.82694 -0.70889
O -0.61231 2.61406 -0.80589
H -0.86031 2.77406 -1.71189
H 0.26569 3.03306 -0.77589
O -1.94331 0.08106 1.27311
H -1.72031 0.98106 1.50711
H -2.92631 -0.01794 1.30711
O -2.40131 -0.35394 -1.41489
H -2.20431 -0.30894 -0.45289
H -1.72531 -0.99894 -1.63589
O 3.05369 -0.61794 -0.48289
H 3.54269 -0.05294 -1.05789
H 2.20569 -0.17894 -0.26389
O 0.19269 -0.92294 2.82611
H -0.47131 -0.79194 2.14611
H 0.19069 -0.07694 3.24911
O 1.65769 2.33406 -2.79489
H 1.94569 2.77106 -1.98789
H 0.88769 2.82806 -3.14089
O -1.39731 2.70106 1.78611
H -0.99631 2.52506 0.90411
H -0.65331 2.54306 2.36011
O -2.19731 -2.80294 1.97511
H -3.01431 -3.25594 1.72511
H -1.55031 -2.85494 1.24611
```

Computed properties:
- Charge: 0
- Energy: -917.2399 hartree
- Maximum force: 2.7 eV/Å
- Energy relative to the best compared isomer or geometry (same formula, charge and spin): 53.6 kcal per mole



ORCA calculation (ωB97M-V/def2-TZVPD) on a molecular structure, C29H40N4PtS2Si2Te.

```
79
C29H40N4PtS2Si2Te ωB97M-V/def2-TZVPD
Pt -0.61077 0.25323 -0.97211
C 1.17513 2.88030 -5.13419
S -0.56620 2.44380 -5.10677
C -0.74310 1.59314 -3.60265
S 0.58722 1.43895 -2.49546
N -1.95928 1.12931 -3.45333
N -2.11462 0.48172 -2.26438
C -3.24693 -0.02473 -1.94134
C -3.30461 -0.68805 -0.63490
C -4.45124 -1.24170 -0.10018
C -4.38784 -1.83457 1.15723
C -3.18624 -1.85888 1.83492
C -2.06842 -1.28410 1.24394
N -2.13232 -0.71610 0.04642
H 1.31068 3.43126 -6.06390
H 1.81009 1.99677 -5.14160
H 1.44040 3.51987 -4.29584
H -4.10583 0.04209 -2.59777
H -5.37803 -1.20827 -0.65603
H -5.27755 -2.26982 1.59235
H -3.08868 -2.31255 2.81133
H -1.10277 -1.28386 1.73132
C -0.82954 1.95021 3.49052
Si 0.10991 1.39729 5.01949
C 1.21875 2.78569 5.62539
C -1.08742 0.90416 6.37798
C 1.23065 -0.04930 4.58646
Te 0.20504 -1.88722 4.27773
C 1.82071 -2.93852 3.34486
Si 1.95323 -4.74248 3.81220
C 0.30599 -5.57349 3.46319
C 3.29101 -5.51078 2.74020
C 2.39773 -4.91810 5.62087
H -1.84694 2.27314 3.72232
H -0.86583 1.15447 2.74546
H -0.31524 2.78375 3.00584
H 0.63381 3.66547 5.90698
H 1.91114 3.08367 4.83370
H 1.80801 2.48229 6.49385
H -1.81706 1.69829 6.55463
H -0.56277 0.71331 7.31738
H -1.63951 -0.00448 6.12329
H 1.98689 -0.22338 5.35270
H 1.73192 0.19708 3.65350
H 2.72098 -2.39190 3.63577
H 1.70651 -2.82556 2.26513
H -0.01924 -5.36967 2.43934
H -0.47060 -5.21342 4.14292
H 0.37593 -6.65709 3.58260
H 3.03677 -5.42808 1.68038
H 3.42885 -6.57014 2.97079
H 4.25010 -5.00972 2.89396
H 1.66990 -4.40639 6.25381
H 3.38194 -4.48842 5.82370
H 2.42681 -5.97019 5.91469
N 0.71481 0.39125 0.51395
C 1.85669 -0.15720 0.49645
C 2.93654 0.31631 1.43994
C 2.93844 1.65741 1.81874
C 3.89565 2.14233 2.69599
C 4.86760 1.28913 3.20538
C 4.88863 -0.04176 2.81394
C 3.93530 -0.52109 1.92305
C 2.25827 -1.25465 -0.46391
C 1.43497 -2.36712 -0.60892
C 1.75866 -3.37269 -1.50910
C 2.90552 -3.26930 -2.28241
C 3.73694 -2.16673 -2.13837
C 3.42286 -1.17359 -1.22169
H 2.16552 2.30349 1.42110
H 3.88613 3.18750 2.98065
H 5.61486 1.66471 3.89336
H 5.65049 -0.71021 3.19624
H 3.96442 -1.55880 1.61256
H 0.53629 -2.44187 -0.00750
H 1.11072 -4.23524 -1.60673
H 3.15570 -4.04817 -2.99182
H 4.63424 -2.07958 -2.73833
H 4.08022 -0.32079 -1.10135
```

Computed properties:
- Charge: 0
- Energy: -3110.8493 hartree
- Maximum force: 0.9 eV/Å
- Energy relative to the best compared isomer or geometry (same formula, charge and spin): 0.0 kcal per mole